DFT (ωB97M-V/def2-TZVPD) results for 2 unconnected molecules or ions with the total composition C2H10NO at a distorted geometry.

Output
HOMO level (alpha / beta), eV: -3.58 / -11.43
Net charge: 0
⟨S²⟩: 0.75
Multiplicity: 2
Energy relative to the best compared isomer or geometry (same formula, charge and spin), kcal/mol: 27.89

Element x y z (Å)
N1 -2.11 -0.33 0.31
H1 -1.88 0.61 0.37
H2 -1.17 -0.90 0.50
H3 -2.75 -0.68 1.09
H4 -2.35 -0.47 -0.73
C1 1.11 -0.14 0.28
O1 0.14 -0.76 -0.73
C2 1.30 1.34 0.09
H5 0.87 -0.41 1.35
H6 1.96 -0.84 0.14
H7 0.79 -1.16 -1.33
H8 2.28 1.70 0.46
H9 1.13 1.60 -0.96
H10 0.34 1.76 0.56


DFT (ωB97M-V/def2-TZVPD) results for 2 unconnected molecules or ions with the total composition C2H10NO at a distorted geometry.

Output
HOMO level (alpha / beta), eV: -22.03 / -20.04
Net charge: +2
⟨S²⟩: 0.76
Multiplicity: 2
Energy relative to the best compared isomer or geometry (same formula, charge and spin), kcal/mol: 39.10

Element x y z (Å)
O1 -0.80 1.66 -2.70
H1 -0.18 1.58 -3.46
H2 -0.47 -1.03 -0.61
H3 -0.95 2.64 -2.59
C1 0.28 -1.29 1.80
C2 0.68 -0.13 0.92
N1 -0.23 -0.08 -0.32
H4 1.06 -2.04 1.79
H5 -0.16 -0.93 2.76
H6 -0.64 -1.91 1.60
H7 0.59 0.85 1.38
H8 1.72 -0.13 0.60
H9 -1.13 0.36 -0.09
H10 0.22 0.46 -1.08


DFT (ωB97M-V/def2-TZVPD) results for 3 unconnected molecules or ions with the total composition C2H10NO2 at a distorted geometry.

Output
HOMO level, eV: -14.80
Net charge: +1
Energy relative to the best compared isomer or geometry (same formula, charge and spin), kcal/mol: 27.97

Element x y z (Å)
C1 -0.30 0.05 -2.02
C2 0.24 1.82 -0.46
N1 -0.29 0.67 -0.63
H1 -0.98 0.67 -2.62
H2 -0.73 -0.97 -1.89
H3 0.77 0.08 -2.23
H4 0.47 2.30 -1.43
H5 0.21 2.37 0.55
H6 -0.90 0.34 0.26
H7 2.55 -1.75 1.87
H8 1.70 -2.83 1.16
O1 1.72 -1.87 1.36
H9 -1.78 0.37 2.34
H10 -1.33 -1.08 2.06
O2 -1.36 -0.19 1.67


DFT (ωB97M-V/def2-TZVPD) results for 3 unconnected molecules or ions with the total composition C2H10NO3 at a distorted geometry.

Output
HOMO level, eV: -3.97
Net charge: -1
Energy relative to the best compared isomer or geometry (same formula, charge and spin), kcal/mol: 11.41

Element x y z (Å)
C1 -1.60 -1.86 0.23
N1 -1.51 -0.56 0.85
C2 -0.10 -0.08 1.00
O1 0.54 0.04 -0.18
H1 -2.64 -2.20 0.19
H2 -1.01 -2.60 0.77
H3 -1.27 -1.88 -0.82
H4 -1.89 0.12 0.21
H5 0.52 -0.63 1.73
H6 -0.27 0.88 1.59
H7 2.30 1.25 -0.25
H8 3.09 0.17 0.48
O2 3.13 1.10 0.19
H9 -0.19 0.66 -1.10
H10 -0.32 1.53 -2.48
O3 -0.88 1.20 -1.77


DFT (ωB97M-V/def2-TZVPD) results for 3 unconnected molecules or ions with the total composition C2H10NO4 at a distorted geometry.

Output
HOMO level, eV: -14.83
Net charge: +1
Energy relative to the best compared isomer or geometry (same formula, charge and spin), kcal/mol: 58.05

Element x y z (Å)
O1 -1.44 3.12 0.12
C1 -1.45 1.90 0.25
O2 -2.67 1.30 0.16
C2 -0.39 0.80 0.54
N1 -0.76 -0.51 -0.11
H1 -3.39 1.78 0.06
H2 0.51 1.23 0.12
H3 -0.34 0.72 1.74
H4 0.02 -0.57 -0.95
H5 -0.54 -1.53 0.38
H6 -1.69 -0.56 -0.34
H7 1.72 -0.35 -2.20
H8 2.48 1.11 -2.57
O3 1.90 0.63 -1.99
H9 1.42 -3.46 1.81
H10 2.76 -2.96 1.41
O4 1.87 -2.65 1.57


DFT (ωB97M-V/def2-TZVPD) results for 4 unconnected molecules or ions with the total composition C2H10NO5 at a distorted geometry.

Output
HOMO level, eV: -5.15
Net charge: -1
Energy relative to the best compared isomer or geometry (same formula, charge and spin), kcal/mol: 41.42

Element x y z (Å)
O1 -0.32 0.23 0.02
C1 0.52 -0.01 -0.97
O2 0.99 -1.03 -1.36
C2 1.23 1.35 -1.24
N1 2.31 1.47 -0.16
H1 1.84 1.21 -2.15
H2 0.68 2.25 -1.14
H3 1.84 1.29 0.78
H4 3.05 0.78 -0.24
H5 -0.10 -0.32 2.92
H6 -0.47 0.70 1.88
O3 -0.15 0.60 2.84
H7 -1.70 -1.86 -0.10
H8 -0.14 -1.98 -0.35
O4 -0.94 -2.44 -0.07
H9 -1.88 0.16 0.10
H10 -2.86 -0.45 0.69
O5 -2.94 0.13 0.07


DFT (ωB97M-V/def2-TZVPD) results for 4 unconnected molecules or ions with the total composition C2H10NO5 at a distorted geometry.

Output
HOMO level, eV: -4.96
Net charge: -1
Energy relative to the best compared isomer or geometry (same formula, charge and spin), kcal/mol: 31.24

Element x y z (Å)
O1 1.17 -0.26 2.66
C1 0.72 -0.60 1.60
N1 0.99 0.10 0.40
C2 -0.06 -0.26 -0.62
O2 -1.28 0.24 -0.34
H1 0.03 -1.45 1.48
H2 0.98 1.09 0.58
H3 0.31 0.00 -1.63
H4 -0.06 -1.36 -0.58
H5 -1.77 3.01 -0.35
H6 -1.25 1.85 0.38
O3 -1.41 2.82 0.50
H7 2.75 0.45 -1.98
H8 2.54 0.10 -0.55
O4 3.21 -0.02 -1.28
H9 -2.15 -1.09 -0.03
H10 -2.22 -2.62 -0.46
O5 -2.49 -2.01 0.22


DFT (ωB97M-V/def2-TZVPD) results for 2 unconnected molecules or ions with the total composition C2H10NOS at a distorted geometry.

Output
HOMO level, eV: -13.02
Net charge: +1
Energy relative to the best compared isomer or geometry (same formula, charge and spin), kcal/mol: 7.87

Element x y z (Å)
C1 -0.20 0.48 -0.38
C2 -0.29 -0.09 -1.79
S1 -1.84 0.64 -2.54
N1 0.99 -0.09 0.39
H1 0.01 1.53 -0.44
H2 -1.11 0.21 0.13
H3 0.52 0.29 -2.41
H4 -0.30 -1.16 -1.96
H5 -1.15 1.78 -2.67
H6 1.38 -0.91 -0.08
H7 1.74 0.60 0.44
H8 0.81 -0.32 1.37
H9 0.24 -0.38 3.56
H10 -0.75 -1.50 3.44
O1 -0.06 -1.05 2.94


DFT (ωB97M-V/def2-TZVPD) results for 2 unconnected molecules or ions with the total composition C2H10NOS2 at a distorted geometry.

Output
HOMO level, eV: -13.13
Net charge: +1
Energy relative to the best compared isomer or geometry (same formula, charge and spin), kcal/mol: 54.41

Element x y z (Å)
N1 0.70 0.82 1.92
C1 1.41 -0.08 0.76
C2 0.36 -0.91 0.00
S1 -0.42 0.07 -1.14
S2 1.01 0.06 -2.81
H1 -0.28 0.79 1.69
H2 0.85 0.40 2.82
H3 1.12 1.64 1.73
H4 1.73 0.68 0.08
H5 2.22 -0.74 1.19
H6 -0.44 -1.27 0.73
H7 1.13 -1.85 -0.22
H8 2.02 0.83 -2.33
H9 -4.15 -0.23 4.36
H10 -2.79 0.15 4.45
O1 -3.32 -0.29 3.83


DFT (ωB97M-V/def2-TZVPD) results for 2 unconnected molecules or ions with the total composition C2H10NS2 at a distorted geometry.

Output
HOMO level, eV: -12.83
Net charge: +1
Energy relative to the best compared isomer or geometry (same formula, charge and spin), kcal/mol: 12.80

Element x y z (Å)
C1 -1.29 2.73 -1.11
N1 -1.60 1.39 -0.54
H1 -2.18 3.33 -1.21
H2 -0.90 2.54 -2.11
H3 -0.45 3.21 -0.63
H4 -1.64 1.23 0.47
H5 -2.49 1.12 -0.96
H6 -0.87 0.67 -0.78
C2 1.65 -0.61 1.98
S1 0.08 -0.98 1.05
S2 0.70 -0.95 -0.93
H7 2.45 -0.88 1.30
H8 1.66 0.48 2.03
H9 1.69 -1.06 2.97
H10 0.14 -2.18 -1.14


DFT (ωB97M-V/def2-TZVPD) results for 4 unconnected molecules or ions with the total composition C2H10O5 at a distorted geometry.

Output
HOMO level, eV: -10.48
Net charge: 0
Structure (SMILES): CC(=O)O.O.O.O
Energy relative to the best compared isomer or geometry (same formula, charge and spin), kcal/mol: 8.45

Element x y z (Å)
O1 -0.82 0.22 0.26
C1 -0.77 1.42 0.36
O2 -0.84 2.26 -0.67
C2 -0.66 2.16 1.66
H1 -0.77 1.73 -1.51
H2 0.29 2.02 2.15
H3 -0.91 3.20 1.51
H4 -1.43 1.78 2.35
H5 0.28 -3.27 -1.91
H6 0.17 -2.01 -1.02
O3 0.13 -2.32 -1.94
H7 2.04 -3.10 2.55
H8 2.07 -1.63 2.07
O4 2.15 -2.54 1.77
H9 -0.66 -0.29 -1.93
H10 0.23 -0.02 -3.08
O5 -0.49 0.39 -2.60


DFT (ωB97M-V/def2-TZVPD) results for 2 unconnected molecules or ions with the total composition C2H11N2 at a distorted geometry.

Output
HOMO level, eV: -15.40
Net charge: +1
Energy relative to the best compared isomer or geometry (same formula, charge and spin), kcal/mol: 39.27

Element x y z (Å)
N1 -0.01 -1.59 1.72
H1 0.39 -1.58 2.58
H2 -0.02 -0.38 0.51
H3 0.46 -1.95 0.96
H4 -0.81 -2.12 1.81
C1 1.17 1.16 -0.38
N2 -0.16 0.51 -0.15
C2 -1.02 0.22 -1.45
H5 1.72 0.49 -0.98
H6 1.17 2.20 -0.85
H7 1.64 1.25 0.57
H8 -0.77 0.98 0.57
H9 -0.33 0.45 -2.39
H10 -1.86 0.88 -1.46
H11 -1.27 -0.95 -1.31


DFT (ωB97M-V/def2-TZVPD) results for a molecular structure, C2H11N3O at a distorted geometry.

Output
HOMO level, eV: -8.32
Net charge: 0
Energy relative to the best compared isomer or geometry (same formula, charge and spin), kcal/mol: 128.83

Element x y z (Å)
C1 -0.01 1.35 -1.09
N1 -0.35 -0.86 0.65
O1 -1.20 -0.12 1.58
H1 -1.16 -0.62 2.40
H2 -0.16 0.09 -0.11
H3 -0.09 2.43 -1.20
H4 -1.06 1.05 -1.18
H5 0.56 0.97 -1.95
C2 -1.17 -1.78 -0.12
N2 1.43 1.58 0.24
N3 2.12 0.46 0.42
H6 0.75 1.62 1.01
H7 2.88 0.36 -0.25
H8 1.54 -0.40 0.57
H9 -1.68 -2.50 0.53
H10 -0.49 -2.34 -0.76
H11 -1.91 -1.26 -0.73


DFT (ωB97M-V/def2-TZVPD) results for a molecular structure, C2H11N3O2 at a distorted geometry.

Output
HOMO level, eV: -9.38
Net charge: 0
Energy relative to the best compared isomer or geometry (same formula, charge and spin), kcal/mol: 15.84

Element x y z (Å)
H1 -0.37 1.14 -1.37
O1 -1.47 1.29 -1.72
N1 0.68 0.58 -0.72
H2 -1.33 2.02 -2.34
H3 1.60 0.97 -0.84
C1 0.57 -0.52 -0.08
N2 1.67 -1.27 0.27
H4 2.41 -1.35 -0.39
N3 -0.61 -0.88 0.46
H5 -0.92 -1.84 0.41
H6 -1.39 -0.28 0.40
C2 1.61 -2.29 1.31
H7 2.55 -2.41 1.85
H8 0.92 -1.93 2.07
H9 1.36 -3.26 0.89
O2 -1.89 2.42 0.70
H10 -1.28 3.16 0.51
H11 -1.88 1.86 -0.10


DFT (ωB97M-V/def2-TZVPD) results for 3 unconnected molecules or ions with the total composition C2H11N5O at a distorted geometry.

Output
HOMO level (alpha / beta), eV: -7.28 / -7.28
Net charge: 0
Energy relative to the best compared isomer or geometry (same formula, charge and spin), kcal/mol: 83.25

Element x y z (Å)
C1 -0.62 0.98 1.20
N1 -1.46 -2.03 0.66
O1 -2.03 -1.02 0.20
H1 0.21 -1.67 0.09
H2 -1.72 -2.14 1.67
H3 -0.07 0.62 2.07
H4 -1.68 0.94 1.38
H5 -0.36 2.01 0.96
N2 0.26 0.58 -1.51
C2 0.83 0.27 -0.26
N3 -0.59 -0.33 -2.15
N4 1.93 1.07 0.07
N5 1.04 -1.06 -0.03
H6 -0.12 1.52 -1.54
H7 -0.04 -1.13 -2.41
H8 -1.33 -0.63 -1.50
H9 1.90 1.48 1.00
H10 2.13 1.80 -0.59
H11 1.72 -1.24 0.70


DFT (ωB97M-V/def2-TZVPD) results for 3 unconnected molecules or ions with the total composition C2H11NO2.

Output
HOMO level, eV: -10.10
Net charge: 0
Structure (SMILES): CCN.O.O
Energy relative to the best compared isomer or geometry (same formula, charge and spin), kcal/mol: 11.33

Element x y z (Å)
C1 0.71 1.87 -0.09
C2 0.79 0.43 0.41
N1 0.67 -0.51 -0.72
H1 1.69 2.31 -0.23
H2 0.18 2.48 0.63
H3 0.12 1.96 -0.99
H4 -0.07 0.26 1.06
H5 1.75 0.33 0.91
H6 0.91 -1.46 -0.47
H7 1.39 -0.21 -1.38
H8 -2.54 -0.78 -1.44
H9 -1.15 -0.13 -1.25
O1 -2.07 0.06 -1.52
H10 -0.81 -1.46 1.86
H11 -1.10 -2.81 1.31
O2 -0.48 -2.37 1.91


DFT (ωB97M-V/def2-TZVPD) results for 3 unconnected molecules or ions with the total composition C2H11NO2S at a distorted geometry.

Output
HOMO level, eV: -9.26
Net charge: 0
Structure (SMILES): NCCS.O.O
Energy relative to the best compared isomer or geometry (same formula, charge and spin), kcal/mol: 32.36

Element x y z (Å)
C1 0.17 -0.29 -0.52
C2 0.39 -0.28 -1.95
S1 1.34 1.19 -2.62
N1 -1.06 -1.01 -0.12
H1 1.13 -0.60 -0.04
H2 0.10 0.66 0.04
H3 0.80 -1.34 -2.17
H4 -0.54 -0.18 -2.58
H5 0.75 2.07 -1.85
H6 -1.31 -1.89 -0.52
H7 -1.04 -1.04 0.88
H8 -1.05 -0.64 3.61
H9 -1.36 -1.92 2.73
O1 -1.60 -1.48 3.51
H10 0.48 0.82 2.28
H11 -0.26 1.49 3.47
O2 -0.28 0.73 2.94


DFT (ωB97M-V/def2-TZVPD) results for 4 unconnected molecules or ions with the total composition C2H11NO3.

Output
HOMO level, eV: -10.35
Net charge: 0
Structure (SMILES): C=NC.O.O.O
Energy relative to the best compared isomer or geometry (same formula, charge and spin), kcal/mol: 13.22

Element x y z (Å)
C1 0.58 -2.48 -0.01
C2 -0.76 -0.95 1.11
N1 -0.06 -1.18 0.09
H1 0.31 -3.14 0.82
H2 0.38 -2.95 -0.96
H3 1.67 -2.34 0.06
H4 -1.26 0.00 1.24
H5 -0.88 -1.72 1.89
H6 -1.10 0.42 -2.66
H7 -0.73 0.00 -1.23
O1 -1.24 0.67 -1.73
H8 1.46 1.94 -1.13
H9 -0.02 2.15 -1.44
O2 0.77 2.63 -1.13
H10 0.18 2.33 0.90
H11 0.54 2.64 2.38
O3 0.17 1.98 1.80


DFT (ωB97M-V/def2-TZVPD) results for 4 unconnected molecules or ions with the total composition C2H11NO4 at a distorted geometry.

Output
HOMO level, eV: -10.06
Net charge: 0
Structure (SMILES): CC(N)=O.O.O.O
Energy relative to the best compared isomer or geometry (same formula, charge and spin), kcal/mol: 38.03

Element x y z (Å)
C1 1.68 0.19 1.02
C2 1.36 -1.03 0.33
N1 1.79 -2.17 0.95
O1 0.65 -1.01 -0.75
H1 1.73 0.22 2.17
H2 2.71 0.41 0.73
H3 0.95 0.96 0.69
H4 2.12 -2.01 1.97
H5 1.19 -3.00 0.63
H6 -2.92 4.75 2.23
H7 -1.38 4.11 2.29
O2 -2.40 3.99 2.15
H8 0.52 -4.33 -1.53
H9 -0.23 -3.16 -0.80
O3 0.02 -4.06 -0.76
H10 -2.76 2.50 -3.21
H11 -1.76 2.78 -2.10
O4 -2.15 3.20 -2.86


DFT (ωB97M-V/def2-TZVPD) results for 4 unconnected molecules or ions with the total composition C2H11NO4.

Output
HOMO level, eV: -9.82
Net charge: 0
Structure (SMILES): NCC=O.O.O.O
Energy relative to the best compared isomer or geometry (same formula, charge and spin), kcal/mol: 52.16

Element x y z (Å)
O1 1.19 0.75 3.24
C1 1.81 0.36 2.29
C2 1.71 -1.07 1.84
N1 0.85 -1.18 0.66
H1 2.36 1.06 1.64
H2 1.38 -1.66 2.70
H3 2.68 -1.50 1.58
H4 -0.12 -1.27 0.94
H5 1.11 -2.02 0.16
H6 3.71 2.23 -3.14
H7 4.93 1.39 -2.79
O2 4.41 1.71 -3.54
H8 -5.26 -2.37 1.94
H9 -4.30 -3.48 1.95
O3 -5.24 -3.32 1.79
H10 -3.38 3.89 -3.20
H11 -4.22 3.40 -4.37
O4 -3.62 3.09 -3.69


In order of appearance, M = 64.11, 64.11, 80.11, 96.11, 112.10, 128.10, 128.10, 96.17, 128.24, 112.24, 114.10, 63.12, 93.13, 109.13, 121.14, 81.12, 113.18, 97.11, 113.11, 113.11 g/mol.